Computed, not measured: a cluster of 34 separate species, H68O34 in total at a distorted geometry, with ωB97M-V with the def2-TZVPD basis set.

* HOMO energy: -8.95 eV
* maximum force: 1.1 eV Å⁻¹
* Kohn-Sham gap: 0.310 Ha

Atoms and positions in Å:
1 O -0.11 -4.62 -2.53
2 H -0.15 -4.73 -3.48
3 H 0.80 -4.36 -2.36
4 O 2.38 -3.35 -2.27
5 H 2.90 -4.01 -2.72
6 H 2.94 -2.57 -2.25
7 O -1.00 -4.70 3.05
8 H -1.48 -3.88 2.96
9 H -0.91 -5.02 2.16
10 O -1.52 -1.15 2.08
11 H -2.40 -1.32 2.42
12 H -1.01 -0.94 2.86
13 O 0.26 -1.07 -2.83
14 H -0.28 -0.91 -2.05
15 H 0.65 -1.93 -2.67
16 O -2.79 2.15 4.44
17 H -2.75 1.86 5.35
18 H -3.26 1.45 3.99
19 O 2.33 -5.40 2.17
20 H 1.70 -5.07 1.53
21 H 2.29 -6.35 2.08
22 O -2.10 -0.47 -5.51
23 H -1.33 -1.02 -5.35
24 H -2.09 0.17 -4.79
25 O 4.94 -1.41 0.74
26 H 5.63 -1.73 0.15
27 H 4.16 -1.37 0.20
28 O 2.13 1.16 -2.28
29 H 1.42 0.65 -1.91
30 H 2.39 1.76 -1.58
31 O 0.70 1.90 -4.80
32 H 0.95 1.52 -3.96
33 H -0.08 2.42 -4.60
34 O 0.35 4.76 2.34
35 H -0.49 5.20 2.24
36 H 0.82 4.96 1.52
37 O -2.58 -2.93 -2.65
38 H -1.80 -3.39 -2.33
39 H -3.02 -2.63 -1.85
40 O -4.40 0.60 -1.10
41 H -4.76 1.41 -0.74
42 H -5.17 0.11 -1.40
43 O 1.97 -2.46 0.24
44 H 1.19 -2.71 0.73
45 H 1.86 -2.87 -0.62
46 O -3.95 0.11 3.17
47 H -4.79 0.08 3.61
48 H -4.13 0.56 2.34
49 O -0.21 -0.27 -0.20
50 H -0.64 -0.77 0.49
51 H 0.30 0.39 0.27
52 O -3.22 -1.83 -0.29
53 H -2.49 -1.66 0.31
54 H -3.55 -0.96 -0.52
55 O 3.66 2.18 -0.21
56 H 3.57 2.73 0.57
57 H 4.25 2.68 -0.78
58 O 2.26 0.23 1.79
59 H 3.02 0.64 1.36
60 H 2.19 -0.63 1.38
61 O 0.30 -5.05 0.23
62 H -0.14 -5.89 0.37
63 H 0.23 -4.89 -0.71
64 O -2.31 1.00 -3.18
65 H -1.80 1.72 -2.81
66 H -2.70 0.57 -2.42
67 O 2.37 4.50 -2.59
68 H 2.52 5.02 -3.38
69 H 2.49 3.59 -2.88
70 O -3.96 -3.29 3.03
71 H -4.16 -3.38 2.10
72 H -4.62 -2.66 3.35
73 O 2.02 5.07 0.06
74 H 2.47 5.89 -0.15
75 H 1.49 4.88 -0.72
76 O 3.47 3.89 2.22
77 H 4.02 4.67 2.27
78 H 2.74 4.16 1.67
79 O 0.47 -0.42 3.75
80 H 0.97 -0.98 4.36
81 H 1.12 -0.08 3.14
82 O -0.50 2.79 -1.37
83 H -0.28 3.65 -1.73
84 H -0.04 2.75 -0.53
85 O 3.95 -0.88 -2.06
86 H 4.64 -0.22 -2.13
87 H 3.14 -0.40 -2.24
88 O 0.25 -1.72 -5.61
89 H 0.29 -1.54 -4.67
90 H -0.02 -2.63 -5.67
91 O -2.57 1.63 0.98
92 H -1.61 1.69 1.03
93 H -2.74 1.32 0.09
94 O -3.25 3.99 2.24
95 H -2.92 3.60 3.05
96 H -2.83 3.48 1.54
97 O 0.44 2.13 1.19
98 H 0.27 2.90 1.74
99 H 0.98 1.56 1.74
100 O 0.14 1.88 5.90
101 H -0.13 1.64 5.02
102 H 0.27 2.83 5.86

Atomic partial charges in e from the Mulliken method, atoms 1 to 8: -0.762 0.316 0.114 -0.561 0.267 0.155 -0.629 0.279

Computed, not measured: a cluster of 34 separate species, H68O34 in total at a distorted geometry, with ωB97M-V with the def2-TZVPD basis set.

* HOMO energy: -9.61 eV
* maximum force: 1.3 eV Å⁻¹
* Kohn-Sham gap: 0.305 Ha

Atoms and positions in Å:
1 O -0.17 -1.91 2.18
2 H -0.30 -1.05 2.60
3 H -1.00 -2.37 2.31
4 O 1.92 2.37 -4.87
5 H 2.51 2.15 -5.58
6 H 1.48 1.55 -4.66
7 O -2.91 -3.44 -3.68
8 H -2.50 -3.09 -2.90
9 H -3.45 -2.73 -4.02
10 O -0.48 -4.96 0.22
11 H 0.46 -4.86 0.36
12 H -0.86 -4.96 1.10
13 O -4.08 -1.20 -0.78
14 H -4.24 -1.23 0.16
15 H -3.35 -1.80 -0.92
16 O 4.46 -0.98 -2.61
17 H 4.40 -1.69 -3.25
18 H 5.31 -1.11 -2.19
19 O 2.50 0.83 1.36
20 H 2.21 1.67 1.00
21 H 2.22 0.85 2.27
22 O 2.18 3.35 3.92
23 H 1.79 3.89 3.23
24 H 2.09 3.88 4.71
25 O 1.15 0.82 4.01
26 H 0.26 0.63 4.34
27 H 1.23 1.77 4.08
28 O -1.89 0.17 3.99
29 H -2.82 -0.04 4.10
30 H -1.88 0.92 3.40
31 O 1.40 3.13 0.68
32 H 1.30 4.03 0.99
33 H 1.43 3.21 -0.27
34 O -4.57 -1.07 1.98
35 H -4.09 -1.89 2.09
36 H -4.63 -0.71 2.87
37 O 1.79 -0.87 -2.51
38 H 1.75 -1.09 -1.58
39 H 2.73 -0.80 -2.70
40 O -4.56 -1.19 -3.34
41 H -5.51 -1.36 -3.34
42 H -4.31 -1.22 -2.42
43 O -4.70 1.63 -0.05
44 H -3.76 1.77 0.07
45 H -4.75 0.88 -0.66
46 O 0.84 2.22 -2.14
47 H 0.16 2.22 -2.80
48 H 0.57 1.53 -1.52
49 O -2.95 -3.18 2.58
50 H -3.13 -3.40 3.50
51 H -3.24 -3.95 2.09
52 O -2.07 2.60 0.02
53 H -1.33 2.03 -0.17
54 H -1.75 3.20 0.69
55 O 4.50 -2.30 2.21
56 H 4.91 -1.74 1.55
57 H 4.18 -1.69 2.88
58 O -3.84 3.87 -1.59
59 H -2.92 3.59 -1.68
60 H -4.25 3.17 -1.10
61 O 0.58 -4.12 -2.54
62 H 0.87 -4.67 -1.82
63 H 0.92 -3.25 -2.33
64 O 4.44 1.78 4.54
65 H 3.66 2.11 4.10
66 H 4.78 1.11 3.95
67 O -1.87 2.72 -3.55
68 H -2.37 3.40 -4.00
69 H -2.39 1.92 -3.67
70 O 1.92 -1.74 0.09
71 H 2.33 -1.03 0.57
72 H 1.31 -2.14 0.71
73 O -0.29 -3.11 -4.86
74 H 0.01 -3.38 -3.99
75 H -1.23 -3.27 -4.85
76 O -1.20 -0.99 -2.44
77 H -0.28 -0.85 -2.64
78 H -1.67 -0.65 -3.20
79 O -1.24 3.84 2.26
80 H -1.61 4.02 3.13
81 H -0.48 4.42 2.20
82 O 4.57 3.88 2.02
83 H 4.86 4.35 2.79
84 H 3.76 3.44 2.30
85 O 0.70 -3.42 4.53
86 H 1.39 -2.80 4.76
87 H 0.40 -3.13 3.66
88 O -2.09 -3.03 -0.74
89 H -1.46 -2.44 -1.17
90 H -1.57 -3.80 -0.52
91 O -0.10 0.54 0.03
92 H 0.81 0.74 0.23
93 H -0.15 -0.41 0.00
94 O 1.30 -0.92 -5.23
95 H 1.51 -1.06 -4.30
96 H 0.61 -1.56 -5.42
97 O 1.33 5.42 -2.75
98 H 1.40 4.47 -2.66
99 H 1.80 5.61 -3.56
100 O 3.33 -0.87 4.46
101 H 3.39 -0.85 5.41
102 H 2.56 -0.35 4.25

Atomic partial charges in e from the Mulliken method, atoms 1 to 8: -0.023 0.106 0.159 -0.654 0.300 0.290 -0.786 0.295

Computed, not measured: a structure of composition H6IO3 at a distorted geometry, with ωB97M-V with the def2-TZVPD basis set.

* HOMO energy: -3.88 eV
* maximum force: 9.5 eV Å⁻¹
* net charge: -1
* Kohn-Sham gap: 0.276 Ha

Atoms and positions in Å:
1 I 0.03 1.31 -0.38
2 O 1.75 -0.75 0.02
3 H 1.39 0.14 0.03
4 H 1.52 -1.10 0.88
5 O -0.12 -0.68 -2.05
6 H 0.14 -0.14 -1.29
7 H -0.60 -1.41 -1.67
8 O -1.74 0.77 1.53
9 H -1.24 0.80 0.72
10 H -1.13 1.07 2.20

Atomic partial charges in e from the Mulliken method, atoms 1 to 8: -0.918 -0.663 0.329 0.299 -0.663 0.420 0.261 -0.742

Computed, not measured: a structure of composition H6MgO11S2 at a distorted geometry, with ωB97M-V with the def2-TZVPD basis set.

* HOMO energy: -0.33 eV
* maximum force: 2.8 eV Å⁻¹
* net charge: -2
* Kohn-Sham gap: 0.154 Ha

Atoms and positions in Å:
1 Mg -19.51 0.56 11.26
2 S -17.72 -1.16 11.40
3 O -18.01 -2.59 11.37
4 O -18.21 -0.49 10.17
5 O -18.60 -0.56 12.45
6 O -16.31 -0.90 11.64
7 S -17.47 2.96 10.82
8 O -18.03 3.11 9.45
9 O -18.39 2.06 11.61
10 O -16.13 2.38 10.79
11 O -17.49 4.29 11.47
12 O -20.76 -0.92 10.71
13 H -21.16 -1.44 11.42
14 H -21.15 -1.25 9.90
15 O -21.00 1.28 12.49
16 H -21.23 2.17 12.75
17 H -21.67 0.71 12.88
18 O -20.21 1.52 9.68
19 H -20.17 1.01 8.86
20 H -20.14 2.44 9.42

Atomic partial charges in e from the Mulliken method, atoms 1 to 8: 0.812 1.451 -0.826 -0.729 -0.648 -0.723 1.200 -0.856

Computed, not measured: a cluster of 2 separate species, H6N2 in total at a distorted geometry, with ωB97M-V with the def2-TZVPD basis set.

* HOMO energy: -9.73 eV
* maximum force: 1.6 eV Å⁻¹
* Kohn-Sham gap: 0.389 Ha

Atoms and positions in Å:
1 N -1.06 0.77 0.67
2 H -0.10 0.41 0.77
3 H -1.06 1.40 -0.13
4 H -1.66 -0.02 0.43
5 N 1.22 -0.78 -0.43
6 H 1.22 -0.05 -1.15
7 H 1.01 -0.32 0.46
8 H 0.43 -1.40 -0.63

How positive or negative is each atom? The Mulliken charges in e answer that: -0.769 0.172 0.241 0.252 -0.806 0.265 0.376 0.270

Computed, not measured: a cluster of 2 separate species, H6N2 in total at a distorted geometry, with ωB97M-V with the def2-TZVPD basis set.

* HOMO energy: -10.20 eV
* maximum force: 1.4 eV Å⁻¹
* Kohn-Sham gap: 0.410 Ha

Atoms and positions in Å:
1 N 0.97 -1.09 -0.62
2 H 1.98 -1.18 -0.68
3 H 0.79 -0.65 0.27
4 H 0.56 -2.02 -0.68
5 N -1.16 1.54 0.48
6 H -1.77 1.08 -0.16
7 H -0.24 1.35 0.08
8 H -1.12 0.97 1.31

How positive or negative is each atom? The Mulliken charges in e answer that: -0.646 0.219 0.208 0.216 -0.700 0.242 0.227 0.234

Computed, not measured: a cluster of 2 separate species, H6N2O in total at a distorted geometry, with ωB97M-V with the def2-TZVPD basis set.

* HOMO energy: -9.33 eV
* maximum force: 2.7 eV Å⁻¹
* Kohn-Sham gap: 0.379 Ha

Atoms and positions in Å:
1 N -1.04 1.43 1.52
2 O -0.16 0.78 0.66
3 H -2.05 1.31 1.17
4 H -0.95 0.96 2.45
5 H 0.70 1.19 0.85
6 N 0.81 -1.38 -1.95
7 H 1.19 -0.60 -1.46
8 H -0.05 -1.64 -1.40
9 H 1.55 -2.04 -1.84

Atomic partial charges in e from the Mulliken method, atoms 1 to 8: -0.451 -0.396 0.251 0.233 0.352 -0.676 0.224 0.245

Computed, not measured: a structure of composition H6N2O2SSi at a distorted geometry, with ωB97M-V with the def2-TZVPD basis set.

* HOMO energy: -10.46 eV
* maximum force: 5.4 eV Å⁻¹
* Kohn-Sham gap: 0.403 Ha

Atoms and positions in Å:
1 N -1.29 -1.56 0.13
2 N 0.45 0.14 0.85
3 O -2.15 0.75 0.70
4 O -0.87 0.56 -1.33
5 Si 1.71 0.81 -0.10
6 S -1.05 0.14 -0.02
7 H -2.19 -1.94 0.24
8 H -1.12 -1.83 -0.88
9 H 0.15 -0.12 1.77
10 H 1.39 2.14 -0.73
11 H 1.95 -0.02 -1.30
12 H 3.01 0.92 0.67

Atomic partial charges in e from the Mulliken method, atoms 1 to 8: -0.533 -0.155 -0.605 -0.532 0.374 0.976 0.273 0.291

Computed, not measured: a structure of composition H6N2O3Si at a distorted geometry, with ωB97M-V with the def2-TZVPD basis set.

* HOMO energy: -8.84 eV
* maximum force: 4.7 eV Å⁻¹
* Kohn-Sham gap: 0.336 Ha

Atoms and positions in Å:
1 N 3.05 -0.14 0.02
2 N 1.91 -0.10 0.51
3 O -2.21 -1.55 -0.02
4 O -3.28 0.66 -0.86
5 O -1.01 0.72 0.65
6 Si -1.88 -0.11 -0.57
7 H -0.38 -0.21 -1.57
8 H 3.06 -0.05 -1.02
9 H 1.05 -0.12 -0.01
10 H -2.19 -1.81 0.91
11 H -3.70 0.78 -1.64
12 H -1.36 1.31 1.37

Atomic partial charges in e from the Mulliken method, atoms 1 to 8: -0.335 -0.108 -0.424 -0.382 -0.493 0.535 -0.121 0.194

Computed, not measured: an isolated molecule of H6N4OS at a distorted geometry, with ωB97M-V with the def2-TZVPD basis set.

* HOMO energy: -9.53 eV
* maximum force: 3.2 eV Å⁻¹
* Kohn-Sham gap: 0.373 Ha

Atoms and positions in Å:
1 N -1.27 -1.05 -2.07
2 S -0.90 -0.22 -0.97
3 N -1.80 0.43 0.29
4 O -0.17 1.21 -1.53
5 N 0.28 -0.77 0.07
6 N 1.45 -1.33 -0.48
7 H -2.76 0.43 0.29
8 H -1.45 0.06 1.17
9 H -0.10 1.12 -2.46
10 H 0.45 0.13 0.57
11 H 1.92 -0.77 -1.20
12 H 1.16 -2.12 -1.08

Atomic partial charges in e from the Mulliken method, atoms 1 to 8: -0.628 0.693 -0.475 -0.517 -0.268 -0.602 0.264 0.294

Computed, not measured: an isolated molecule of H6N4P2 at a distorted geometry, with ωB97M-V with the def2-TZVPD basis set.

* HOMO energy: -8.23 eV
* maximum force: 4.6 eV Å⁻¹
* Kohn-Sham gap: 0.333 Ha

Atoms and positions in Å:
1 N -0.14 -2.25 -0.09
2 P 1.15 -1.07 -0.28
3 P 0.51 1.51 -0.45
4 N -0.96 2.23 -0.02
5 N -0.04 0.00 -1.13
6 N 1.00 0.03 0.98
7 H -0.62 -2.05 0.73
8 H 0.07 -3.22 -0.18
9 H -1.74 1.73 0.22
10 H -0.75 2.98 0.71
11 H -0.25 -0.14 -2.11
12 H 1.78 0.23 1.61

Atomic partial charges in e from the Mulliken method, atoms 1 to 8: -0.543 0.183 0.264 -0.542 -0.320 -0.550 0.234 0.234